94
Properties=species:S:1:pos:R:3:lowdin_charge:R:1 method="wB97M-V/def2-TZVPD" fmax_ev_per_a=3.13 total_energy_ev=-937212.6045 charge=-1 multiplicity=5 e_above_lowest_ev=0.813
Fe -12.974 6.946 18.235 0.78
C -15.494 8.593 16.969 -0.46
O -16.011 7.979 15.786 -0.06
O -14.260 8.142 17.114 -0.20
C -15.459 10.117 16.777 -0.51
F -14.832 10.787 17.773 0.10
F -14.849 10.455 15.625 0.15
F -16.723 10.659 16.710 0.07
C -17.375 8.086 15.465 -0.30
C -17.689 7.416 14.149 -0.08
H -18.761 7.534 13.975 0.07
H -17.095 7.810 13.328 0.08
H -17.493 6.342 14.212 0.07
H -17.674 9.137 15.386 0.10
H -17.994 7.671 16.273 0.09
H -16.085 8.296 17.859 0.15
C -14.241 7.031 20.661 -0.46
O -13.510 8.157 20.166 -0.16
O -14.143 6.106 19.710 -0.18
C -13.770 6.639 22.057 -0.55
F -14.385 5.500 22.440 0.13
F -12.451 6.448 22.126 0.16
F -14.079 7.569 22.980 0.13
C -14.017 9.423 20.516 -0.25
C -13.031 10.514 20.098 -0.12
H -12.070 10.290 20.563 0.06
H -13.001 10.578 19.015 0.06
H -13.423 11.443 20.511 0.00
H -14.168 9.503 21.595 0.11
H -14.961 9.633 19.998 0.12
H -15.303 7.346 20.723 0.16
C -11.657 5.219 16.417 -0.48
O -11.302 5.505 17.780 -0.24
O -12.740 5.940 16.263 -0.14
C -10.461 5.529 15.492 -0.55
F -9.691 4.441 15.288 0.12
F -10.869 5.966 14.292 0.15
F -9.652 6.492 15.995 0.10
C -10.450 4.682 18.571 -0.24
C -10.705 4.961 20.033 -0.08
H -11.729 4.666 20.280 0.04
H -10.091 4.265 20.615 0.09
H -10.535 5.986 20.350 0.07
H -9.408 4.950 18.350 0.12
H -10.627 3.625 18.354 0.13
H -11.831 4.123 16.328 0.16
Br -12.115 1.867 22.930 0.61
C -13.042 2.465 21.341 -0.70
C -14.509 2.747 21.559 -0.69
Br -15.572 1.109 21.409 0.59
H -12.950 1.680 20.594 0.04
H -12.544 3.328 20.905 0.02
H -14.852 3.481 20.829 0.05
H -14.745 3.147 22.539 0.03
Br -15.396 12.403 24.949 0.61
C -13.449 12.462 24.815 -0.68
C -12.998 11.597 23.671 -0.71
Br -11.084 11.774 23.351 0.64
H -12.994 12.215 25.767 0.06
H -13.227 13.508 24.611 0.05
H -13.471 11.905 22.749 -0.04
H -13.183 10.550 23.888 0.06
Br -10.991 13.740 19.774 0.66
C -12.314 14.688 20.822 -0.74
C -12.132 16.183 20.711 -0.68
Br -13.563 17.045 21.719 0.61
H -12.228 14.341 21.848 0.03
H -13.272 14.384 20.416 -0.02
H -12.261 16.488 19.678 0.05
H -11.160 16.478 21.089 0.06
Br -16.948 14.509 17.261 0.63
C -15.912 14.203 18.897 -0.70
C -16.475 13.044 19.660 -0.63
Br -15.543 12.908 21.386 0.71
H -15.956 15.114 19.486 0.04
H -14.902 14.051 18.530 0.05
H -16.497 12.093 19.137 0.05
H -17.500 13.219 19.976 0.05
Br -18.819 4.556 23.254 0.61
C -18.849 5.730 21.698 -0.69
C -17.826 5.203 20.712 -0.69
Br -18.348 5.789 18.912 0.64
H -18.649 6.753 21.993 0.06
H -19.841 5.567 21.306 0.03
H -17.949 4.125 20.690 0.03
H -16.783 5.477 20.814 0.03
Br -10.855 8.508 18.349 0.92
C -9.843 10.179 18.214 -0.64
C -8.407 9.961 18.536 -0.71
Br -7.445 11.635 18.397 0.62
H -10.309 10.864 18.923 0.01
H -10.054 10.609 17.240 0.07
H -7.937 9.271 17.838 0.06
H -8.274 9.496 19.509 0.06